Entry 1:
Here is one molecule with the formula H2P2S4 from OMol25. Energies are from wB97M-V/def2-TZVPD.

Structure (XYZ):
```
8
Properties=species:S:1:pos:R:3
P 0.86509 -0.74665 1.08734
P -0.81386 1.16508 -0.29001
S -1.76326 2.90332 -0.15693
S -1.27656 -0.37672 1.06992
S 1.25833 1.13242 -0.24243
S 0.78985 -2.30096 -0.20518
H -1.19286 0.40240 -1.30161
H 2.13326 -2.17889 0.03891
```

Gap between HOMO and LUMO ... 8.059 eV
Energy above the lowest of the compared OMol25 structures with the same formula, charge and spin ... 10.9 kcal/mol
E_HOMO ... -9.0 eV
SMILES ... S=[PH]1SP(S)S1


Entry 2:
Here is a 2-piece molecular cluster, H2S overall from OMol25. Energies are from wB97M-V/def2-TZVPD.

Structure (XYZ):
```
3
Properties=species:S:1:pos:R:3
S 1.52978 0.16339 -0.18832
H -1.09720 -0.03028 0.27574
H -0.43258 -0.13312 -0.08742
```

Gap between HOMO and LUMO ... 6.503 eV
Energy above the lowest of the compared OMol25 structures with the same formula, charge and spin ... 102.9 kcal/mol
E_HOMO ... -9.9 eV


Entry 3:
Here is H30Mg2O19S as an isolated structure from OMol25. Energies are from wB97M-V/def2-TZVPD.

Structure (XYZ):
```
52
Properties=species:S:1:pos:R:3
Mg -8.22303 -0.84452 -13.17089
Mg -12.69437 -7.54883 -15.59318
S -13.36620 -2.58929 -13.05063
O -14.30302 -1.64169 -13.64023
O -12.03829 -2.02564 -13.10460
O -13.68891 -2.84111 -11.65231
O -13.39376 -3.81852 -13.82248
O -10.46840 -5.30288 -8.94593
H -11.31435 -4.92032 -9.17886
H -10.05022 -4.64235 -8.39361
O -18.00453 -1.63862 -17.14188
H -17.42321 -1.18366 -16.53252
H -17.60519 -1.50292 -18.00114
O -13.11007 -1.32247 -7.04302
H -12.52860 -1.73250 -6.40272
H -12.99426 -1.84119 -7.83911
O -11.01790 -5.78002 -18.40665
H -11.26130 -4.97896 -18.87064
H -10.44575 -6.24607 -19.01631
O -9.23739 -7.73993 -14.21849
H -9.05418 -8.54864 -13.74031
H -8.40906 -7.52041 -14.64500
O -15.90086 -7.40827 -17.54640
H -16.09930 -7.39638 -18.48273
H -16.70914 -7.11464 -17.12603
O -8.31630 0.27339 -9.49611
H -8.40278 -0.35154 -8.77624
H -8.42497 1.13054 -9.08417
O -7.04902 -4.07974 -12.07689
H -6.46256 -4.64823 -12.57601
H -7.67136 -4.67920 -11.66512
O -12.72557 1.38421 -17.12634
H -13.14642 1.29368 -17.98127
H -13.25025 0.83751 -16.54147
O -18.19958 0.91544 -12.84957
H -17.39571 0.47617 -13.12718
H -18.79773 0.20241 -12.62588
O -15.17492 2.65049 -9.48216
H -15.39966 2.13860 -10.25914
H -14.79558 3.45824 -9.82837
O -8.15495 -1.94800 -16.52466
H -8.66704 -1.59795 -17.25368
H -7.72906 -2.72687 -16.88270
O -14.15046 -9.02568 -12.69880
H -15.00184 -8.81477 -12.31551
H -13.81609 -9.74316 -12.16061
O -9.21953 2.51593 -14.02695
H -9.83530 2.53313 -14.75958
H -8.99434 3.43477 -13.88110
O -17.23722 -6.03120 -10.94629
H -17.36782 -6.19927 -10.01306
H -16.75782 -5.20324 -10.97624
```

Gap between HOMO and LUMO ... 2.060 eV
Energy above the lowest of the compared OMol25 structures with the same formula, charge and spin ... 364.1 kcal/mol
E_HOMO ... -12.5 eV
Charge ... +2


Entry 4:
Here is a 11-piece molecular cluster, H30N5O9S overall from OMol25. Energies are from wB97M-V/def2-TZVPD.

Structure (XYZ):
```
45
Properties=species:S:1:pos:R:3
N 0.12845 2.41677 -2.73940
H -0.15740 3.37884 -2.62626
H 0.71417 2.18204 -3.52803
H -0.74076 1.91772 -2.86404
H 0.53354 2.09872 -1.87059
N -2.26435 -0.89820 -2.59043
H -3.23973 -1.04229 -2.37140
H -1.83772 -0.48104 -1.77552
H -2.18186 -0.12275 -3.23229
H -1.73659 -1.71920 -2.85026
N 1.73154 -3.30431 -0.10448
H 2.70332 -3.50447 -0.29336
H 1.35815 -3.64362 0.77048
H 1.09022 -3.65233 -0.80283
H 1.66769 -2.29634 -0.10276
N 0.11466 1.13568 3.96071
H -0.80962 1.31712 4.32523
H 0.50792 0.34518 4.45117
H 0.75075 1.91325 4.06508
H 0.04663 0.99322 2.96313
N -2.73651 -1.27208 1.25174
H -3.01649 -1.04868 2.19609
H -2.00678 -0.74546 0.79319
H -3.54959 -1.14807 0.66555
H -2.56433 -2.26687 1.22274
S 0.01521 0.17774 0.15817
O 1.07360 -0.74688 -0.16305
O -1.18930 -0.11998 -0.56536
O -0.18875 0.15200 1.58310
O 0.42234 1.49363 -0.18985
O 1.29499 4.04720 0.22478
H 1.88770 4.27769 -0.49060
H 1.23507 3.09255 0.18869
O 1.71194 -1.14262 -2.68592
H 1.50033 -0.80593 -1.81524
H 1.02006 -1.77721 -2.87251
O -1.66233 3.17047 -0.19275
H -1.31591 3.99071 -0.54407
H -0.94295 2.54613 -0.28723
O 3.58836 -0.08139 0.47039
H 2.71732 -0.20351 0.84802
H 3.93954 -0.96779 0.38544
O 0.33342 -2.81207 2.13713
H -0.21744 -2.97606 2.90257
H 0.27152 -1.86752 1.99483
```

Gap between HOMO and LUMO (spin up / spin down) ... 9.519 / 2.636 eV
2S+1 ... 2
E_HOMO (spin up / spin down) ... -21.8 / -21.7 eV
Charge ... +4
Expectation value of S² ... 0.76


Calculated molar mass in order - 192.23 34.08 414.90 276.33 Da
Calculated maximum force in order - 3.0 0.7 2.4 2.9 eV Å⁻¹
Calculated calculated total energy in order - -2276.6966 -399.2098 -2245.0096 -1365.4454 Ha